A 7-piece molecular cluster, C49H54N10O14S overall in a non-equilibrium geometry. Source: the Open Molecules 2025 dataset; level of theory: ωB97M-V with the def2-TZVPD basis set.

Cartesian coordinates (Å):
N1 6.60 -1.16 -3.27
C1 5.86 -1.97 -4.28
C2 4.28 -1.84 -3.94
C3 3.34 -2.10 -5.23
C4 1.95 -2.68 -4.68
C5 1.67 -4.28 -4.83
C6 0.03 -4.24 -4.92
C7 -0.37 -4.23 -3.37
C8 -1.93 -4.03 -3.07
C9 -2.49 -2.55 -3.47
C10 -3.58 -1.99 -2.44
S1 -3.60 -0.14 -2.24
C11 -2.87 0.68 -3.71
N2 -3.58 1.23 -4.84
N3 -2.58 1.67 -5.67
C12 -1.29 1.42 -5.09
O1 -1.45 0.80 -3.82
C13 -0.05 -2.90 -5.80
N4 -1.34 -2.49 -6.42
O2 0.72 -1.95 -5.03
H1 7.48 -0.83 -3.72
H2 6.82 -1.75 -2.45
H3 6.15 -3.08 -4.14
H4 6.04 -1.60 -5.34
H5 4.03 -0.78 -3.57
H6 4.08 -2.59 -3.09
H7 3.79 -2.91 -5.91
H8 3.19 -1.09 -5.75
H9 1.98 -2.56 -3.54
H10 2.00 -4.63 -5.87
H11 1.90 -4.94 -3.92
H12 -0.20 -5.18 -5.54
H13 -0.09 -5.27 -2.95
H14 0.20 -3.47 -2.74
H15 -2.05 -4.09 -1.92
H16 -2.60 -4.87 -3.48
H17 -1.60 -1.84 -3.63
H18 -3.03 -2.70 -4.47
H19 -3.37 -2.42 -1.39
H20 -4.64 -2.31 -2.78
H21 -0.28 1.67 -5.57
H22 0.64 -3.14 -6.69
H23 -1.10 -2.07 -7.34
H24 -1.80 -3.38 -6.68
C14 -9.10 -0.52 0.61
C15 -9.85 -1.65 0.31
C16 -9.36 -2.59 -0.59
C17 -8.12 -2.39 -1.19
C18 -7.37 -1.25 -0.90
C19 -7.86 -0.32 0.00
N5 -7.59 -3.38 -2.12
O3 -8.29 -4.36 -2.37
O4 -6.49 -3.19 -2.60
H25 -9.47 0.21 1.32
H26 -10.81 -1.80 0.78
H27 -9.96 -3.47 -0.82
H28 -6.40 -1.08 -1.36
H29 -7.28 0.57 0.24
C20 7.58 4.68 -3.62
C21 8.39 4.99 -4.72
C22 9.04 3.97 -5.41
C23 8.87 2.65 -5.00
C24 8.07 2.34 -3.90
C25 7.43 3.36 -3.22
N6 9.53 1.57 -5.74
O5 10.24 1.89 -6.69
O6 9.33 0.42 -5.37
H30 7.07 5.48 -3.09
H31 8.51 6.02 -5.03
H32 9.66 4.22 -6.26
H33 7.94 1.31 -3.58
H34 6.80 3.13 -2.36
C26 4.90 3.34 2.57
C27 4.15 2.21 2.28
C28 4.63 1.27 1.37
C29 5.86 1.48 0.76
C30 6.62 2.62 1.04
C31 6.13 3.55 1.95
N7 6.38 0.48 -0.18
O7 5.69 -0.49 -0.42
O8 7.48 0.68 -0.67
H35 4.53 4.07 3.29
H36 3.19 2.05 2.76
H37 4.03 0.39 1.15
H38 7.58 2.79 0.57
H39 6.71 4.44 2.18
C32 -0.99 -0.02 5.86
C33 -0.82 0.92 6.86
C34 0.29 1.76 6.85
C35 1.23 1.64 5.82
C36 1.06 0.69 4.82
C37 -0.05 -0.14 4.84
N8 2.38 2.54 5.80
O9 2.50 3.34 6.70
O10 3.17 2.43 4.86
H40 -1.86 -0.67 5.87
H41 -1.56 1.01 7.66
H42 0.41 2.49 7.64
H43 1.79 0.59 4.02
H44 -0.19 -0.88 4.06
C38 5.70 1.23 8.01
C39 5.23 2.54 8.10
C40 5.63 3.36 9.14
C41 6.51 2.86 10.10
C42 6.98 1.55 10.03
C43 6.57 0.74 8.98
N9 6.95 3.73 11.20
O11 6.51 4.87 11.24
O12 7.75 3.27 12.00
H45 5.39 0.60 7.19
H46 4.55 2.92 7.34
H47 5.26 4.38 9.20
H48 7.66 1.16 10.78
H49 6.94 -0.28 8.91
C44 -15.99 -0.53 1.37
C45 -14.83 -0.82 0.67
C46 -13.59 -0.42 1.16
C47 -13.53 0.28 2.37
C48 -14.69 0.58 3.07
C49 -15.93 0.17 2.57
N10 -12.23 0.68 2.90
O13 -11.23 0.42 2.24
O14 -12.22 1.26 3.98
H50 -16.95 -0.85 0.99
H51 -14.89 -1.37 -0.27
H52 -12.70 -0.65 0.60
H53 -14.66 1.13 4.01
H54 -16.84 0.40 3.12

Values from the calculation:
- E_LUMO: -0.0446 Ha
- Spin multiplicity: 1
- HOMO energy: -8.85 eV
- Frontier orbital gap: 7.6 eV

C49H55AsGeN4O3PtS3 as an isolated structure in a non-equilibrium geometry. Source: the Open Molecules 2025 dataset; level of theory: ωB97M-V with the def2-TZVPD basis set.

Cartesian coordinates (Å):
Pt1 -0.95 0.11 -0.18
O1 -6.39 0.12 0.13
C1 -6.05 -1.18 0.12
C2 -7.10 -2.10 0.13
C3 -6.83 -3.45 0.13
C4 -5.51 -3.93 0.13
C5 -4.48 -3.02 0.11
C6 -4.73 -1.64 0.10
C7 -3.59 -0.72 0.07
O2 -2.40 -1.24 -0.09
N1 -3.77 0.55 0.22
N2 -2.59 1.26 0.13
C8 -2.69 2.55 0.16
S1 -4.24 3.31 0.26
C9 -3.60 4.98 -0.03
C10 -2.21 5.06 0.57
S2 -1.30 3.57 0.06
H1 -5.58 0.67 0.14
H2 -8.11 -1.73 0.14
H3 -7.65 -4.16 0.14
H4 -5.31 -4.99 0.15
H5 -3.45 -3.35 0.14
H6 -4.28 5.68 0.44
H7 -3.58 5.16 -1.11
H8 -2.24 5.08 1.66
H9 -1.65 5.92 0.20
Ge1 -1.24 0.21 2.35
C11 -1.74 1.90 3.09
C12 -3.08 2.13 3.44
C13 -3.45 3.31 4.06
C14 -2.49 4.27 4.35
C15 -1.16 4.06 4.00
C16 -0.79 2.88 3.37
C17 0.51 -0.39 2.92
C18 1.25 -1.33 2.20
C19 2.45 -1.82 2.70
C20 2.92 -1.38 3.93
C21 2.19 -0.45 4.66
C22 0.99 0.04 4.16
H10 -2.34 -0.84 2.51
H11 -3.83 1.38 3.23
H12 -4.48 3.47 4.34
H13 -2.77 5.19 4.85
H14 -0.41 4.81 4.23
H15 0.25 2.71 3.12
H16 0.89 -1.70 1.24
H17 3.01 -2.55 2.14
H18 3.84 -1.77 4.33
H19 2.55 -0.11 5.62
H20 0.43 0.76 4.74
C23 -0.62 -4.56 0.98
C24 -0.77 -5.84 0.16
C25 -1.71 -5.72 -1.04
C26 -1.18 -4.95 -2.26
N3 -1.15 -3.50 -2.07
C27 -0.16 -2.63 -2.14
S3 -0.55 -0.94 -2.43
N4 1.14 -2.93 -2.09
C28 1.84 -4.15 -1.67
C29 2.83 -3.85 -0.55
C30 4.22 -3.43 -1.03
C31 4.23 -2.17 -1.89
H21 0.11 -4.69 1.78
H22 -1.57 -4.28 1.45
H23 -0.29 -3.71 0.38
H24 -1.15 -6.63 0.80
H25 0.21 -6.20 -0.17
H26 -2.64 -5.25 -0.73
H27 -1.98 -6.71 -1.39
H28 -1.86 -5.13 -3.10
H29 -0.20 -5.30 -2.58
H30 -2.05 -3.05 -2.04
H31 1.73 -2.14 -2.32
H32 2.35 -4.57 -2.54
H33 1.11 -4.87 -1.33
H34 2.92 -4.75 0.06
H35 2.41 -3.08 0.09
H36 4.67 -4.25 -1.59
H37 4.86 -3.27 -0.16
H38 3.80 -2.35 -2.88
H39 5.24 -1.81 -2.05
H40 3.67 -1.36 -1.40
O3 0.76 1.18 -0.07
As1 1.79 2.06 -1.09
C32 3.53 1.40 -0.67
C33 4.61 1.67 -1.51
C34 5.87 1.25 -1.14
C35 6.06 0.58 0.06
C36 4.98 0.33 0.90
C37 3.71 0.75 0.54
C38 1.37 1.86 -2.93
C39 0.23 2.49 -3.43
C40 -0.16 2.26 -4.74
C41 0.59 1.41 -5.54
C42 1.72 0.78 -5.04
C43 2.11 1.00 -3.73
C44 1.75 3.90 -0.58
C45 1.71 4.91 -1.52
C46 1.74 6.24 -1.10
C47 1.80 6.53 0.25
C48 1.86 5.51 1.19
C49 1.84 4.19 0.78
H41 4.47 2.21 -2.44
H42 6.72 1.45 -1.78
H43 7.05 0.26 0.35
H44 5.13 -0.18 1.84
H45 2.86 0.54 1.18
H46 -0.36 3.15 -2.80
H47 -1.04 2.74 -5.14
H48 0.29 1.23 -6.57
H49 2.30 0.12 -5.67
H50 2.98 0.49 -3.33
H51 1.67 4.68 -2.58
H52 1.71 7.03 -1.83
H53 1.83 7.57 0.57
H54 1.94 5.75 2.25
H55 1.89 3.39 1.51

Values from the calculation:
- E_LUMO (spin up / spin down): -0.2347 / -0.2348 Ha
- Energy relative to the best compared isomer or geometry (same formula, charge and spin): 1.0835 eV
- Spin multiplicity: 1
- HOMO energy (spin up / spin down): -12.53 / -12.53 eV
- Frontier orbital gap (spin up / spin down): 6.1 / 6.1 eV
- Total charge: +2

no.,calculated total energy (Eh)
1,-3897.9130
2,-7971.0384